84
Properties=species:S:1:pos:R:3:forces:R:3:mulliken_spin:R:1 method="wB97M-V/def2-TZVPD" homo_energy_ev="-7.30 / -7.43" de_lowest_kj_mol=307.57 spin_multiplicity=6 e_tot_ev=-145941.7206 lumo_energy_ha="-0.063 / -0.061" orbital_gap_ev="5.58 / 5.78" total_charge=0 s2=8.899
Fe 0.2604 -0.6156 0.2652 0.21 0.26 -0.23 3.5463
S 2.3923 -0.4214 0.3192 0.01 -0.04 0.12 0.5925
P 1.9754 0.4962 2.5992 0.20 0.17 0.06 0.3930
C 0.3789 0.0742 2.0711 -0.06 -0.43 -0.10 -0.0922
P -1.0613 -0.6589 2.6452 -0.20 -0.07 0.06 0.0385
S -2.0036 -1.0927 0.9007 -0.04 -0.08 0.21 0.0064
C -0.8022 -2.1870 3.5892 -0.14 0.07 0.02 0.0001
C -0.7676 -3.4226 2.9508 -0.10 0.08 -0.10 0.0014
C -0.3913 -4.5551 3.6524 0.01 -0.01 0.01 0.0006
C -0.0516 -4.4609 4.9928 0.01 0.01 0.06 0.0028
C -0.1001 -3.2339 5.6378 -0.01 -0.05 -0.02 0.0010
C -0.4769 -2.0999 4.9401 -0.04 0.08 0.00 -0.0009
C -2.0427 0.3934 3.7225 0.10 0.00 -0.14 -0.0225
C -1.6995 1.7260 3.8928 0.03 0.08 -0.02 0.0251
C -2.4936 2.5438 4.6806 -0.08 -0.02 0.04 0.0016
C -3.6317 2.0309 5.2820 0.02 0.06 0.01 0.0011
C -3.9810 0.6992 5.1010 -0.03 -0.03 0.02 -0.0006
C -3.1878 -0.1226 4.3228 -0.01 -0.08 0.03 0.0023
C 1.7392 1.6931 3.9674 -0.01 -0.15 0.03 0.1654
C 1.3409 1.2407 5.2266 0.03 0.05 0.01 -0.0031
C 1.0395 2.1519 6.2244 0.03 -0.09 0.00 0.0086
C 1.1547 3.5130 5.9771 0.00 0.00 -0.03 -0.0008
C 1.5832 3.9623 4.7389 -0.01 0.11 0.04 0.0087
C 1.8754 3.0545 3.7320 0.14 -0.01 -0.26 0.0051
C 2.9196 -0.8379 3.3899 -0.13 0.15 0.03 0.0768
C 4.1441 -0.4913 3.9533 0.04 0.01 0.05 0.0432
C 4.9487 -1.4659 4.5168 0.01 -0.01 0.01 -0.0014
C 4.5333 -2.7898 4.5277 0.04 -0.02 0.02 0.0181
C 3.3166 -3.1370 3.9620 0.02 -0.06 0.00 -0.0096
C 2.5159 -2.1650 3.3857 -0.12 -0.06 -0.18 -0.0040
H -1.0433 -3.4897 1.9048 0.01 0.01 0.02 0.0020
H -0.3708 -5.5127 3.1547 0.00 -0.10 -0.05 -0.0003
H 0.2416 -5.3456 5.5393 0.02 -0.06 0.04 0.0001
H 0.1570 -3.1612 6.6829 0.03 0.01 0.12 -0.0002
H -0.5113 -1.1418 5.4449 -0.04 -0.01 0.00 -0.0004
H -0.8114 2.1194 3.4199 0.06 0.06 -0.05 0.0061
H -2.2197 3.5771 4.8231 0.04 0.12 0.01 0.0003
H -4.2529 2.6701 5.8943 -0.02 0.02 0.02 0.0001
H -4.8706 0.3035 5.5691 -0.05 -0.03 0.03 0.0000
H -3.4554 -1.1628 4.1843 -0.01 -0.04 -0.01 0.0000
H 1.2727 0.1790 5.4250 0.02 -0.06 0.01 0.0043
H 0.7240 1.8020 7.1972 -0.02 -0.03 0.07 0.0008
H 0.9294 4.2224 6.7597 -0.02 0.06 0.07 0.0005
H 1.7092 5.0190 4.5545 0.04 0.07 -0.08 0.0004
H 2.2327 3.4059 2.7697 0.00 0.06 0.10 -0.0040
H 4.4721 0.5398 3.9459 0.01 0.08 0.00 0.0044
H 5.8995 -1.1910 4.9477 0.09 0.02 0.04 0.0001
H 5.1582 -3.5485 4.9773 0.04 -0.05 0.03 0.0008
H 2.9840 -4.1657 3.9751 -0.02 -0.08 0.00 -0.0001
H 1.5726 -2.4432 2.9274 0.17 0.04 0.03 0.0118
N -0.2346 1.0727 -1.0155 -0.34 -0.30 -0.20 0.1131
C 0.6708 2.1744 -0.8154 0.08 0.25 0.08 -0.0761
C 1.8993 2.2152 -1.4654 -0.20 -0.01 0.11 0.0585
C 2.8338 3.1562 -1.0808 0.06 -0.01 0.01 -0.0036
C 2.5442 4.0595 -0.0675 0.00 0.09 0.01 0.0125
C 1.2849 4.0732 0.4985 -0.05 0.07 0.03 -0.0045
C 0.3439 3.1210 0.1383 0.08 -0.10 -0.09 0.0221
S 3.8257 5.1566 0.5540 -0.27 -0.26 -0.38 -0.0011
O 4.1215 6.0121 -0.5791 0.12 0.09 0.15 0.0005
O 4.8781 4.2178 0.9088 0.11 0.08 0.12 0.0004
O 3.1787 5.8073 1.6831 0.08 0.09 0.19 -0.0001
H -1.1685 1.3433 -0.7136 0.04 -0.07 -0.08 -0.0095
H -0.3010 0.7952 -1.9919 0.08 0.08 0.04 -0.0025
H 2.1397 1.4749 -2.2153 0.03 -0.09 -0.09 0.0025
H 3.8155 3.1753 -1.5302 0.07 0.00 -0.06 0.0002
H 1.0742 4.8259 1.2449 -0.05 0.00 0.06 0.0020
H -0.6221 3.0874 0.6268 -0.10 0.00 0.03 -0.0029
C 0.4630 -4.4834 -2.2945 0.06 0.07 0.16 0.0028
S 0.8641 -3.6064 -0.7861 -0.02 -0.17 -0.05 -0.0037
O 0.2142 -2.2492 -1.0176 -0.03 0.26 -0.15 0.0417
C 2.6137 -3.4086 -0.9793 -0.05 -0.03 -0.03 0.0009
C 3.1504 -2.7459 -2.0755 -0.02 -0.04 0.05 0.0089
C 4.5071 -2.4948 -2.1026 0.00 0.01 -0.02 -0.0057
C 5.3093 -2.8968 -1.0412 -0.02 -0.02 0.01 0.0052
C 4.7644 -3.5564 0.0464 0.01 -0.02 0.03 -0.0048
C 3.4027 -3.8135 0.0836 0.01 0.04 -0.05 0.0132
H 0.8103 -3.9162 -3.1518 0.04 0.08 -0.06 0.0002
H -0.6159 -4.5922 -2.3228 -0.11 -0.01 0.02 -0.0006
H 0.9429 -5.4565 -2.2558 0.06 -0.10 0.00 0.0010
H 2.5113 -2.3872 -2.8677 -0.07 0.04 -0.10 -0.0005
H 4.9403 -1.9614 -2.9352 0.03 0.03 -0.06 -0.0003
H 6.3644 -2.6762 -1.0594 0.13 0.03 0.00 0.0003
H 5.3890 -3.8444 0.8789 0.03 -0.02 0.05 0.0005
H 2.9538 -4.2842 0.9447 -0.06 -0.06 0.12 -0.0005